(1)
{"formula": "C23H34N2OS2", "method": "wB97M-V/def2-TZVPD", "symbols": ["C", "C", "C", "C", "C", "C", "C", "C", "O", "C", "C", "C", "C", "S", "C", "S", "C", "C", "C", "C", "C", "C", "C", "C", "N", "C", "C", "N", "H", "H", "H", "H", "H", "H", "H", "H", "H", "H", "H", "H", "H", "H", "H", "H", "H", "H", "H", "H", "H", "H", "H", "H", "H", "H", "H", "H", "H", "H", "H", "H", "H", "H"], "coordinates": [[-1.97, 3.11, 0.89], [-2.75, 1.82, 0.65], [-4.26, 2.08, 0.71], [-2.42, 1.17, -0.67], [-2.26, 1.90, -1.84], [-1.95, 1.22, -3.01], [-1.83, -0.17, -2.98], [-1.41, -0.92, -4.19], [-2.02, -0.92, -5.24], [-0.14, -1.63, -4.04], [0.41, -2.54, -4.90], [1.67, -3.01, -4.48], [2.07, -2.44, -3.31], [0.92, -1.33, -2.70], [-2.11, -0.81, -1.77], [-2.22, -2.57, -1.75], [-2.01, -2.92, 0.03], [-0.55, -3.24, 0.34], [-0.24, -3.23, 1.84], [0.58, -2.01, 2.26], [-0.20, -0.70, 2.14], [0.70, 0.53, 2.25], [1.43, 0.82, 0.93], [2.37, 2.02, 1.07], [3.34, 1.85, 2.14], [4.35, 0.87, 1.81], [3.94, 3.12, 2.50], [-2.36, -0.15, -0.65], [-2.12, 3.45, 1.91], [-2.31, 3.90, 0.23], [-0.91, 2.96, 0.73], [-2.49, 1.10, 1.44], [-4.53, 2.51, 1.67], [-4.56, 2.76, -0.08], [-4.81, 1.15, 0.59], [-2.35, 2.97, -1.85], [-1.78, 1.74, -3.93], [-0.10, -2.86, -5.80], [2.25, -3.74, -5.02], [2.98, -2.61, -2.78], [-2.36, -2.02, 0.55], [-2.66, -3.76, 0.26], [-0.32, -4.21, -0.10], [0.08, -2.50, -0.16], [0.33, -4.13, 2.09], [-1.17, -3.26, 2.41], [0.92, -2.14, 3.29], [1.47, -1.97, 1.63], [-0.95, -0.68, 2.94], [-0.72, -0.66, 1.19], [0.10, 1.40, 2.51], [1.44, 0.39, 3.04], [0.69, 1.04, 0.15], [1.99, -0.05, 0.61], [2.86, 2.21, 0.10], [1.77, 2.90, 1.31], [5.04, 0.78, 2.65], [3.88, -0.10, 1.65], [4.93, 1.14, 0.92], [4.51, 3.57, 1.68], [4.62, 2.95, 3.34], [3.17, 3.81, 2.82]], "mulliken_charge": [-1.800, 1.076, -1.653, 0.188, -0.378, -0.988, 0.228, -0.257, -0.603, 0.190, -0.645, -0.555, -0.484, 0.296, 0.631, -0.080, -0.743, -0.020, -1.142, -0.761, 0.769, -0.917, 0.162, -1.638, 0.188, -0.986, -0.983, -0.152, 0.423, 0.428, 0.373, 0.021, 0.455, 0.335, 0.399, 0.416, 0.480, 0.510, 0.415, 0.453, 0.372, 0.488, 0.559, -0.178, 0.358, 0.430, 0.496, 0.207, 0.411, -0.888, 0.395, 0.503, -0.028, 0.383, 0.388, 0.553, 0.377, 0.206, 0.336, 0.347, 0.331, 0.305], "lumo_ha": 0.000, "smiles": "CC(C)c1ccc(C(=O)c2cccs2)c(SCCCCCCCCN(C)C)n1", "homo_lumo_gap_ev": 8.28}

---

(2)
{"formula": "C23H34N6O3", "method": "wB97M-V/def2-TZVPD", "symbols": ["C", "C", "C", "N", "C", "C", "N", "C", "C", "C", "N", "C", "O", "C", "C", "C", "N", "N", "C", "C", "N", "C", "C", "C", "O", "C", "C", "C", "C", "O", "C", "C", "H", "H", "H", "H", "H", "H", "H", "H", "H", "H", "H", "H", "H", "H", "H", "H", "H", "H", "H", "H", "H", "H", "H", "H", "H", "H", "H", "H", "H", "H", "H", "H", "H", "H"], "coordinates": [[4.62, -4.11, 2.52], [4.20, -2.71, 2.09], [2.67, -2.59, 2.02], [2.12, -1.31, 1.63], [2.45, -0.88, 0.29], [1.56, 0.29, -0.09], [1.75, 1.41, 0.82], [0.87, 2.53, 0.51], [1.18, 3.21, -0.81], [0.15, 4.31, -1.12], [-1.18, 3.76, -1.28], [-1.53, 3.11, -2.41], [-0.88, 3.10, -3.43], [-2.86, 2.33, -2.25], [-3.46, 1.98, -3.61], [-4.82, 1.30, -3.48], [-2.57, 1.14, -1.46], [-2.17, 0.06, -2.15], [-1.80, -1.01, -1.55], [-1.35, -2.19, -2.34], [-1.80, -1.09, -0.18], [-2.20, 0.01, 0.59], [-2.06, -0.27, 1.94], [-1.55, -1.57, 1.99], [-1.15, -2.49, 2.89], [-0.74, -3.55, 2.16], [-0.86, -3.36, 0.81], [-1.39, -2.06, 0.69], [-2.59, 1.22, -0.09], [-2.89, 2.27, 0.48], [1.50, 0.96, 2.18], [2.40, -0.22, 2.54], [4.26, -4.85, 1.81], [4.22, -4.34, 3.50], [5.71, -4.18, 2.57], [4.63, -2.48, 1.11], [4.59, -1.98, 2.80], [2.29, -3.33, 1.30], [2.25, -2.83, 3.00], [2.27, -1.71, -0.41], [3.50, -0.56, 0.20], [1.81, 0.61, -1.10], [0.51, -0.04, -0.08], [-0.18, 2.20, 0.52], [0.99, 3.26, 1.32], [2.18, 3.65, -0.77], [1.15, 2.50, -1.64], [0.42, 4.79, -2.06], [0.12, 5.05, -0.33], [-1.74, 3.63, -0.45], [-3.56, 2.93, -1.66], [-3.57, 2.91, -4.17], [-2.76, 1.35, -4.14], [-5.51, 1.92, -2.92], [-5.23, 1.10, -4.46], [-4.71, 0.35, -2.96], [-1.98, -3.05, -2.11], [-0.32, -2.43, -2.08], [-1.42, -1.96, -3.40], [-2.30, 0.40, 2.74], [-0.38, -4.40, 2.71], [-0.60, -4.07, 0.05], [1.71, 1.79, 2.86], [0.45, 0.65, 2.31], [2.17, -0.55, 3.56], [3.45, 0.10, 2.50]], "mulliken_charge": [-1.433, -0.071, -1.215, 0.741, -1.611, 0.008, -0.082, -0.315, -0.542, -1.177, -0.082, 0.183, -0.678, -0.076, -0.628, -1.304, 1.140, -1.009, 0.939, -1.414, 0.000, 0.691, -1.769, 0.410, -0.511, -0.805, -0.696, 1.332, 0.100, -0.801, -0.195, -1.115, 0.333, 0.336, 0.407, 0.269, 0.269, 0.360, 0.424, 0.533, 0.394, 0.615, -0.211, -0.061, 0.495, 0.373, 0.295, 0.409, 0.467, 0.403, 0.433, 0.516, 0.284, 0.309, 0.449, 0.244, 0.295, 0.263, 0.381, 0.469, 0.526, 0.524, 0.539, -0.224, 0.544, 0.321], "lumo_ha": 0.017, "smiles": "CCCN1CCN(CCCNC(=O)[C@@H](CC)n2nc(C)n3c(cc4occc43)c2=O)CC1", "homo_lumo_gap_ev": 8.61}

---

(3)
{"formula": "C23H34O22S", "method": "wB97M-V/def2-TZVPD", "symbols": ["C", "C", "O", "C", "O", "O", "H", "H", "H", "H", "C", "C", "O", "C", "O", "O", "H", "H", "H", "H", "C", "C", "O", "C", "O", "O", "H", "H", "H", "H", "C", "C", "O", "C", "O", "O", "H", "H", "H", "H", "C", "C", "O", "C", "O", "O", "H", "H", "H", "H", "C", "C", "O", "C", "O", "O", "H", "H", "H", "H", "C", "C", "O", "C", "O", "O", "H", "H", "H", "H", "C", "S", "O", "C", "H", "H", "H", "H", "H", "H"], "coordinates": [[-1.99, -1.26, -3.11], [-1.42, 0.11, -3.46], [-1.56, 0.11, -4.87], [-2.66, -0.65, -5.17], [-3.23, -0.63, -6.21], [-2.97, -1.45, -4.12], [-2.41, -1.35, -2.10], [-1.23, -2.04, -3.10], [-0.37, 0.25, -3.19], [-1.93, 0.93, -2.95], [2.46, -3.42, 1.41], [3.86, -3.48, 0.75], [3.77, -4.61, -0.12], [2.60, -5.26, 0.07], [2.29, -6.27, -0.48], [1.83, -4.62, 0.97], [1.89, -2.57, 1.03], [2.46, -3.35, 2.49], [4.65, -3.59, 1.49], [4.00, -2.62, 0.10], [-4.63, 2.86, -0.14], [-5.15, 4.14, -0.80], [-4.65, 3.95, -2.15], [-4.53, 2.63, -2.40], [-4.38, 2.16, -3.47], [-4.64, 1.94, -1.23], [-5.27, 2.51, 0.66], [-3.61, 2.96, 0.22], [-4.83, 5.10, -0.41], [-6.23, 4.08, -0.94], [3.24, -0.42, 3.95], [1.80, -0.71, 4.41], [1.98, -1.28, 5.71], [3.29, -1.32, 6.05], [3.71, -1.72, 7.08], [4.06, -0.83, 5.05], [3.44, 0.65, 3.79], [3.58, -0.89, 3.03], [1.36, -1.45, 3.75], [1.24, 0.21, 4.54], [3.96, 1.20, 0.23], [3.90, 0.87, -1.28], [3.82, 2.16, -1.91], [3.94, 3.14, -0.99], [3.99, 4.29, -1.26], [4.07, 2.63, 0.25], [4.84, 0.84, 0.74], [3.01, 0.89, 0.65], [3.03, 0.31, -1.62], [4.79, 0.35, -1.63], [-1.22, 0.37, 0.23], [0.30, 0.17, 0.23], [0.52, -0.56, 1.43], [-0.68, -1.00, 1.90], [-0.79, -1.70, 2.86], [-1.68, -0.67, 1.07], [-1.59, 0.31, -0.79], [-1.49, 1.36, 0.60], [0.84, 1.11, 0.09], [0.54, -0.46, -0.63], [-2.44, -4.15, 0.43], [-2.20, -5.46, -0.34], [-1.18, -5.14, -1.27], [-0.62, -3.96, -0.93], [0.36, -3.50, -1.43], [-1.36, -3.33, -0.01], [-2.43, -4.32, 1.50], [-3.36, -3.64, 0.15], [-3.09, -5.77, -0.89], [-1.95, -6.27, 0.34], [0.35, 5.43, 0.64], [0.09, 4.51, -0.91], [-0.28, 3.13, -0.46], [-1.48, 5.28, -1.38], [-0.22, 6.35, 0.67], [1.41, 5.56, 0.84], [-0.09, 4.77, 1.39], [-1.96, 5.87, -0.61], [-2.14, 4.46, -1.67], [-1.34, 5.77, -2.35]], "mulliken_charge": [0.147, 0.269, -0.434, 0.579, -0.524, -0.386, 0.230, 0.020, 0.232, -0.122, 0.453, -0.145, -0.384, 0.681, -0.525, -0.360, -0.343, 0.146, 0.256, 0.183, 0.045, -0.383, -0.361, 0.689, -0.520, -0.340, 0.395, -0.051, 0.296, 0.280, 0.168, 0.385, -0.424, 0.576, -0.515, -0.422, 0.189, -0.044, -0.177, 0.280, 0.555, -0.159, -0.378, 0.575, -0.522, -0.417, 0.324, -0.418, 0.152, 0.321, 0.484, 0.104, 0.010, 0.565, -0.579, -0.334, -0.534, 0.015, 0.229, 0.100, -0.404, -0.396, -0.368, 0.399, -0.539, 0.114, 0.251, 0.305, 0.296, 0.277, -0.970, 0.380, -0.484, -0.540, 0.350, 0.334, 0.308, 0.284, -0.149, 0.420], "lumo_ha": -0.003, "homo_lumo_gap_ev": 10.00}

---

The records above yield total energy values of -51101.151; -39485.881; -80281.731 eV, respectively.
The records above yield HOMO energy values of -8.271; -8.149; -10.072 eV, respectively.